<A>
ORCA calculation (wB97M-V/def2-TZVPD) on a cluster of 3 separate species, C2H11N3O2 in total.

```
! RIJCOSX wB97M-V def2-TZVPD def2/J DEFGRID3
* xyz 0 1
H 1.88506 -0.97656 1.39820
N 0.95379 -0.82169 1.34656
C 0.49064 -0.43349 0.20558
N 1.18892 -0.37074 -1.00122
N -0.83866 0.00493 0.05195
C -1.27590 1.19593 0.63791
H 0.80562 -0.37702 -1.93286
H 2.04188 -0.86368 -0.90877
H -1.34642 -0.28015 -0.75967
H -1.26140 1.14480 1.74488
H -2.33572 1.47881 0.16247
H -0.66105 2.07961 0.28791
O 1.24897 1.97825 -3.10044
H 2.10405 1.83004 -3.47809
H 1.51881 1.83036 -2.10346
O -1.79509 -1.75614 2.33378
H -0.82091 -1.48911 2.27071
H -1.97769 -2.41615 1.60994
*
```

Computed properties:
- Kohn-Sham gap (eV) = 9.448
- HOMO level (Eh) = -0.331
- E_LUMO (eV) = 0.43

<B>
ORCA calculation (wB97M-V/def2-TZVPD) on a cluster of 3 separate species, C2H11N3O2 in total.

```
! RIJCOSX wB97M-V def2-TZVPD def2/J DEFGRID3
* xyz 0 1
H 0.14038 2.40631 0.74144
N -0.25217 1.69552 0.13097
C 0.27042 0.58888 0.55368
N 0.80857 0.48095 1.86029
N 0.23750 -0.55885 -0.16077
C -0.47040 -0.63992 -1.39889
H 0.50919 -0.29642 2.43165
H 1.78076 0.66628 1.98915
H 0.55756 -1.39482 0.29309
H -0.21852 -1.51224 -1.99358
H -1.56611 -0.65612 -1.37152
H -0.25999 0.18540 -2.07733
O -1.61087 -2.65571 2.03204
H -2.37272 -3.17393 1.77503
H -1.63166 -1.92349 1.42036
O 1.44741 1.94740 -2.28615
H 0.79779 2.02546 -1.54216
H 1.83286 2.81531 -2.39730
*
```

Computed properties:
- Kohn-Sham gap (eV) = 9.741
- HOMO level (Eh) = -0.337
- E_LUMO (eV) = 0.58

Short version: <A> is the least stable of them.

<A>
ORCA calculation (wB97M-V/def2-TZVPD) on a cluster of 3 separate species, C2H11N3O2 in total.

```
! RIJCOSX wB97M-V def2-TZVPD def2/J DEFGRID3
* xyz 0 1
C -1.96655 1.46837 -1.02674
N -0.96777 0.55175 -0.51332
N -1.23684 -0.73768 -0.95391
O -1.03491 0.63079 0.94446
H -1.72986 2.46514 -0.66317
H -2.98059 1.19868 -0.70728
H -1.90802 1.44264 -2.11219
H -0.46781 -1.35262 -0.69839
H -2.11460 -1.10844 -0.58261
H -0.10467 0.69550 1.22810
C 2.22990 0.38943 0.14222
N 1.81299 0.32665 1.33048
H 3.28175 0.38235 -0.15126
H 1.49937 0.28683 -0.65052
H 2.51603 0.45431 2.05707
O 1.13473 -2.32138 0.42316
H 1.01757 -1.58943 1.10778
H 1.01928 -3.18289 0.82612
*
```

Computed properties:
- Kohn-Sham gap (eV) = 9.554
- HOMO level (Eh) = -0.321
- E_LUMO (eV) = 0.82

<B>
ORCA calculation (wB97M-V/def2-TZVPD) on a cluster of 3 separate species, C2H11N3O2 in total.

```
! RIJCOSX wB97M-V def2-TZVPD def2/J DEFGRID3
* xyz 0 1
H 0.54052 2.35473 0.66434
N 0.81336 1.35358 0.84040
C 0.04861 0.74056 0.09800
N -0.54727 1.35660 -1.00404
N -0.33954 -0.64380 0.02027
C 0.56492 -1.78119 0.02609
H -0.66647 0.75569 -1.81077
H -0.02674 2.21545 -1.27939
H -1.33819 -0.80543 0.27654
H 0.91741 -2.05800 0.96969
H 1.49569 -1.53214 -0.51534
H 0.00982 -2.57542 -0.50520
O -3.47697 0.37023 -0.73866
H -3.49431 0.11290 0.11202
H -2.84826 1.21117 -0.80362
O 2.73056 -0.80587 1.29239
H 2.16445 -0.03112 1.05693
H 3.45240 -0.23794 1.30034
*
```

Computed properties:
- Kohn-Sham gap (eV) = 9.648
- HOMO level (Eh) = -0.333
- E_LUMO (eV) = 0.58

Short version: <A> is the least stable of them.

<A>
ORCA calculation (wB97M-V/def2-TZVPD) on a cluster of 2 separate species, CHNOS in total.

```
! RIJCOSX wB97M-V def2-TZVPD def2/J DEFGRID3
* xyz 0 1
C 0.58546 0.07437 -0.09772
N -0.37367 -0.48883 -0.79613
O 0.34908 -1.08637 0.50618
S 1.69503 1.26955 0.05221
H -2.25591 0.23128 0.33547
*
```

Computed properties:
- Kohn-Sham gap (spin up / spin down) (eV) = 9.482 / 6.745
- HOMO level (spin up / spin down) (Eh) = -0.367 / -0.363
- E_LUMO (spin up / spin down) (eV) = -0.51 / -3.13

<B>
ORCA calculation (wB97M-V/def2-TZVPD) on a cluster of 2 separate species, CHNOS in total.

```
! RIJCOSX wB97M-V def2-TZVPD def2/J DEFGRID3
* xyz 0 1
C -1.33921 -0.23301 0.05452
N -0.52593 -0.48922 -0.69203
H -2.22420 -0.12435 0.61240
O 1.70393 1.03421 0.18648
S 2.38541 -0.18762 -0.16137
*
```

Computed properties:
- Kohn-Sham gap (spin up / spin down) (eV) = 7.757 / 7.737
- HOMO level (spin up / spin down) (Eh) = -0.321 / -0.321
- E_LUMO (spin up / spin down) (eV) = -0.98 / -1.00

Short version: <A> is the least stable of them.

<A>
ORCA calculation (wB97M-V/def2-TZVPD) on a structure of composition InO8S2.

```
! RIJCOSX wB97M-V def2-TZVPD def2/J DEFGRID3
* xyz -1 1
In -0.25473 0.08516 -0.91690
S -0.89083 2.15653 0.21418
O -1.91510 1.55648 -0.57287
O -1.18827 3.45615 0.86674
O -0.56425 1.09692 1.16239
O 0.23319 2.25972 -0.71465
S 0.90188 -2.11267 -0.02936
O 0.75970 -3.56422 -0.01322
O 1.10080 -1.51133 -1.32086
O -0.26385 -1.46153 0.47367
O 2.08147 -1.96121 0.85086
*
```

Computed properties:
- Kohn-Sham gap (eV) = 5.608
- HOMO level (Eh) = -0.200
- E_LUMO (eV) = 0.17

<B>
ORCA calculation (wB97M-V/def2-TZVPD) on a structure of composition InO8S2.

```
! RIJCOSX wB97M-V def2-TZVPD def2/J DEFGRID3
* xyz -1 1
In -1.37811 -2.87319 0.65293
S 2.25261 -0.94424 -1.66147
O 1.11164 -1.58703 -2.31042
O 2.11570 0.50604 -1.50255
O 2.25885 -1.49577 -0.36362
O 3.57354 -1.29214 -2.15021
S -2.00520 1.59132 1.40860
O -2.69145 0.79621 0.39426
O -1.04974 2.42540 0.79684
O -2.82905 2.17866 2.41925
O -1.35879 0.69475 2.31639
*
```

Computed properties:
- Kohn-Sham gap (eV) = 2.425
- HOMO level (Eh) = -0.158
- E_LUMO (eV) = -1.87

Short version: <B> is the least stable of them.

<A>
ORCA calculation (wB97M-V/def2-TZVPD) on a cluster of 2 separate species, C3H10S in total.

```
! RIJCOSX wB97M-V def2-TZVPD def2/J DEFGRID3
* xyz 0 1
C -1.48914 1.90102 -0.00774
C -0.61613 0.69869 -0.15685
C -1.35744 -0.62567 -0.38629
H -2.35505 1.76349 0.69210
H -0.98400 2.83908 0.46441
H -1.86101 2.19940 -1.02464
H 0.02777 0.77545 -1.11088
H 0.11741 0.69834 0.68480
H -0.66607 -1.50112 -0.68579
H -2.04747 -0.61379 -1.30046
H -1.88343 -1.11126 0.34056
S 4.17357 -2.40217 0.15945
H 4.88838 -1.63722 1.01634
H 4.05261 -2.98424 1.31498
*
```

Computed properties:
- Kohn-Sham gap (eV) = 10.721
- HOMO level (Eh) = -0.361
- E_LUMO (eV) = 0.89

<B>
ORCA calculation (wB97M-V/def2-TZVPD) on a cluster of 2 separate species, C3H10S in total.

```
! RIJCOSX wB97M-V def2-TZVPD def2/J DEFGRID3
* xyz 0 1
C -1.97064 0.18297 -1.63313
C -0.50852 0.58371 -1.24360
S 0.80533 -0.70347 -1.00689
H -1.92890 -0.18841 -2.66441
H -2.22162 -0.68752 -1.03098
H -2.60317 1.05603 -1.63184
H -0.65431 1.06702 -0.28322
H -0.06058 1.17337 -2.04017
H 0.25464 -0.89493 0.19365
C 1.78744 -0.30868 2.25636
H 0.96640 0.27401 1.84549
H 2.63641 0.19247 2.71802
H 1.26749 -0.84865 3.05526
H 2.23005 -0.89793 1.46545
*
```

Computed properties:
- Kohn-Sham gap (eV) = 9.942
- HOMO level (Eh) = -0.331
- E_LUMO (eV) = 0.93

<C>
ORCA calculation (wB97M-V/def2-TZVPD) on a cluster of 2 separate species, C3H10S in total.

```
! RIJCOSX wB97M-V def2-TZVPD def2/J DEFGRID3
* xyz 0 1
C 0.66547 -0.92581 1.02486
C 2.01518 -0.75484 0.22012
S 1.63411 0.54123 -1.21144
H -0.23145 -1.12625 0.43461
H 0.38096 -0.00541 1.59324
H 0.80862 -1.74268 1.62860
H 2.70268 -0.26708 0.90688
H 2.48821 -1.68632 -0.06663
H 1.06992 1.62912 -0.49168
C -2.33426 0.85549 -0.85843
H -1.48134 0.54607 -1.50520
H -2.22677 0.38240 0.11914
H -3.40091 0.66477 -1.13003
H -2.09042 1.88930 -0.66405
*
```

Computed properties:
- Kohn-Sham gap (eV) = 9.950
- HOMO level (Eh) = -0.332
- E_LUMO (eV) = 0.91

Short version: <A> is the least stable of them.